(1)
Formula: C24H74O24
Source: the Open Molecules 2025 dataset
Level of theory: wB97M-V/def2-TZVPD

Geometry as XYZ:
```
122
Properties=species:S:1:pos:R:3:forces:R:3
C -0.104104 -5.082028 -2.403011 1.084 0.366 -0.129
O 0.312985 -4.929111 -1.030043 -0.760 0.028 -0.398
H 0.658552 -4.720860 -3.092951 0.337 0.057 0.079
H -0.247351 -6.127600 -2.675695 -0.410 -0.014 0.267
H -0.954504 -4.446066 -2.648927 -0.324 -0.323 0.528
H 1.266820 -4.844523 -0.961830 0.035 -0.009 -0.236
C -4.164079 4.736855 -2.757471 1.581 -1.119 0.193
O -3.752346 3.843469 -1.719821 -0.659 -0.246 0.871
H -5.244648 4.676805 -2.887356 0.188 0.292 0.182
H -3.738545 5.715288 -2.534582 -0.635 0.331 -0.329
H -3.643312 4.296569 -3.607790 -0.430 0.671 -0.826
H -2.891657 4.105519 -1.384942 0.001 0.059 -0.052
C -6.286440 -1.149624 0.682052 -0.976 0.495 -0.625
C -7.552172 -1.343552 -0.269273 0.803 -0.307 0.330
O -7.658768 -2.645775 -0.810979 0.552 -1.044 0.354
O -6.190219 -1.828436 1.938455 -0.481 -0.184 -0.698
H -6.269082 -0.097040 0.964666 -0.281 0.400 -0.571
H -5.384136 -1.310095 0.091979 -0.019 -0.348 -0.221
H -7.389327 -0.682248 -1.120305 0.159 0.573 0.267
H -8.527786 -1.124381 0.164586 0.245 0.438 0.591
H -8.029017 -2.649062 -1.696705 0.020 0.320 0.100
H -5.667919 -1.201478 2.444147 0.025 -0.382 0.498
C 2.305656 4.110919 4.285671 -1.251 -0.937 -0.482
C 2.293875 2.811295 3.399378 1.619 1.119 0.453
O 2.583350 3.081729 2.007749 -0.880 0.407 0.396
O 1.047049 4.816373 4.205536 1.017 0.042 -0.298
H 3.178546 4.713234 4.033935 -0.145 0.201 -0.312
H 2.411392 3.870394 5.343534 0.095 -0.495 -0.022
H 1.379099 2.230722 3.518537 -0.045 0.213 -0.121
H 3.147881 2.256719 3.788251 -0.151 -0.487 0.144
H 3.402070 2.662160 1.733410 -0.003 -0.158 0.201
H 1.228413 5.617651 3.708874 -0.304 0.186 -0.146
C -0.601515 -0.967244 -7.069601 1.343 3.281 1.168
C -1.929895 -1.083439 -6.282358 1.838 0.141 -0.934
O -2.333760 -2.280683 -6.778930 -2.631 -3.089 -0.360
O -0.725604 -0.537294 -8.425305 -0.759 -0.985 -0.504
H -0.036017 -1.899028 -7.059547 -0.507 -0.172 0.051
H 0.045823 -0.234446 -6.587883 0.261 0.109 0.304
H -2.683470 -0.311705 -6.439347 0.289 0.516 -0.215
H -1.799425 -1.218603 -5.208668 0.361 0.200 0.028
H -2.243121 -2.280906 -7.734639 -0.154 0.054 -0.110
H -0.495138 0.379132 -8.594589 -0.028 -0.036 0.605
C -0.038270 0.353075 -1.461941 -0.744 -3.219 1.623
C -0.755413 -0.274508 -0.214262 -0.425 -0.305 -0.727
O -1.553594 -1.402425 -0.644808 -0.047 0.378 -0.105
O 0.796626 -0.758125 -1.912273 0.907 1.442 0.059
H 0.440174 1.227553 -1.020922 0.682 -0.014 -0.991
H -0.712957 0.457452 -2.311640 -0.364 1.079 0.466
H -1.346282 0.446444 0.350715 -0.227 0.066 -0.135
H -0.072232 -0.782847 0.466144 0.835 1.045 0.020
H -1.292991 -2.107115 -0.047241 -0.386 -0.299 -0.166
H 0.230344 -1.523174 -1.787290 -0.194 -0.230 -0.059
C 6.077524 -3.033856 1.495134 -1.227 -1.323 -0.489
C 5.271424 -3.971021 0.571320 0.617 0.030 2.166
O 4.151060 -3.359410 0.060467 -1.330 0.437 -1.030
O 6.818892 -2.234960 0.586685 0.386 0.272 0.992
H 6.564468 -3.658889 2.243669 1.455 -0.202 -0.550
H 5.439589 -2.508087 2.205583 -0.561 0.796 -0.659
H 4.871228 -4.759176 1.209097 0.129 -0.316 -0.074
H 5.956378 -4.408356 -0.155098 -0.047 0.035 -0.241
H 4.353522 -2.725608 -0.631557 0.230 0.092 0.030
H 7.389724 -1.676925 1.119927 0.240 0.270 -0.149
C 1.185765 5.299624 -6.639866 1.505 0.044 -0.097
C 1.566532 4.591263 -5.295583 -0.633 0.516 -1.188
O 2.877193 4.051922 -5.286334 -0.479 -0.003 -0.230
O 0.657070 4.388767 -7.608187 -0.819 -0.366 0.650
H 2.074841 5.625166 -7.179928 0.612 0.604 0.857
H 0.576621 6.190437 -6.486567 -0.478 -0.206 0.162
H 0.797995 3.824416 -5.198683 -0.009 -0.318 0.334
H 1.495432 5.257211 -4.435612 -0.006 0.138 -0.230
H 2.875644 3.436324 -6.022971 0.384 -0.258 -0.074
H 0.516718 4.917579 -8.397028 -0.079 -0.183 -0.168
C 2.814827 -4.930385 4.698828 -0.499 -0.311 -0.642
C 2.505307 -3.461207 4.724048 0.231 1.220 -0.137
O 3.556249 -2.757845 5.420775 0.089 -0.143 -0.831
O 2.637425 -5.527017 5.942712 0.168 -0.463 1.246
H 3.850672 -5.051154 4.381756 0.181 0.158 0.242
H 2.246329 -5.535062 3.992229 -0.331 0.505 -0.526
H 1.615286 -3.031857 5.184079 -0.710 -1.218 0.229
H 2.378658 -3.127630 3.694105 0.817 0.352 -0.170
H 3.568794 -3.155611 6.294398 0.081 -0.022 0.216
H 1.700557 -5.728001 6.001781 -0.028 -0.064 0.312
C -2.681449 -6.605782 2.471402 -0.352 -0.500 -2.426
C -4.004906 -6.324103 1.714414 0.455 1.046 -0.446
O -5.153373 -6.983240 2.129210 -0.619 -1.056 0.862
O -1.849174 -5.458230 2.443532 -0.154 0.594 1.275
H -2.173025 -7.262297 1.765288 0.034 -0.968 0.637
H -2.828980 -7.109522 3.426693 0.259 0.649 0.214
H -3.837887 -6.615202 0.677370 0.271 0.262 -0.322
H -4.232235 -5.258391 1.740523 0.507 0.352 0.031
H -5.808455 -6.768318 1.461173 -0.273 -0.149 0.176
H -1.450528 -5.365600 1.575146 -0.055 -0.187 -0.065
C -3.730561 0.781760 6.144064 1.097 -0.399 -0.513
C -4.156198 -0.268305 7.152991 -0.489 -0.839 -0.056
O -3.498982 -1.498844 6.857403 -0.269 0.445 -0.060
O -3.828970 0.189273 4.819250 -0.813 -0.030 0.271
H -2.652508 0.928406 6.210300 -0.011 0.633 0.692
H -4.309444 1.704930 6.171579 0.092 -0.004 0.315
H -5.230837 -0.420019 7.051807 -0.322 0.030 -0.061
H -3.992123 -0.122935 8.220714 0.349 0.817 -0.225
H -3.782437 -1.632965 5.950068 0.339 -0.599 -0.365
H -3.954942 0.908620 4.196137 0.029 -0.043 -0.045
C 5.045652 1.431890 -1.630632 1.392 -0.302 -0.055
C 6.213265 2.400571 -1.957306 -0.559 -2.369 -1.539
O 7.502948 1.945015 -1.587702 0.395 0.578 1.738
O 5.162490 0.961894 -0.314054 -0.990 0.329 1.012
H 5.035768 0.553015 -2.275300 0.212 0.039 -0.487
H 4.115402 1.956071 -1.849651 -0.189 0.007 0.599
H 5.942086 3.365703 -1.529434 0.819 0.066 -0.236
H 6.276593 2.283138 -3.039106 -0.690 1.502 -0.462
H 7.798857 1.144231 -2.026772 -0.514 0.057 -0.324
H 5.797094 0.243338 -0.263448 0.070 0.037 -0.167
C -0.183063 6.603458 -0.088002 -0.653 -0.715 2.047
C -0.126110 7.657764 1.056025 0.895 -0.160 -1.113
O 1.192422 7.819123 1.632106 -0.751 -0.496 0.494
O -0.149945 5.233734 0.424068 0.003 0.903 -0.765
H 0.546048 6.880807 -0.849302 0.276 -0.479 -0.103
H -1.182783 6.593783 -0.522245 0.070 0.553 -0.190
H -0.847279 7.427071 1.840109 0.316 -0.164 0.095
H -0.387339 8.625843 0.628619 -0.280 0.099 -0.143
H 1.894361 7.623019 1.007269 -0.204 -0.019 -0.305
H 0.705268 4.924713 0.731821 0.361 0.301 0.059
```
Positions in Å, forces in eV/Å.

For the molar mass, the calculation gives 746.83 g/mol. As for the maximum force: 4.07 eV/Å. The total energy comes out at -75216.140 eV. The calculation puts the LUMO energy at 0.0037 Eh. The energy above the lowest of the compared OMol25 structures with the same formula, charge and spin comes out at 601.5 kJ/mol. The value obtained for the frontier orbital gap is 9.845 eV. As for the charge: 0.


(2)
Formula: C24H75ClF9O16PS
Source: the Open Molecules 2025 dataset
Level of theory: wB97M-V/def2-TZVPD

Geometry as XYZ:
```
127
Properties=species:S:1:pos:R:3:forces:R:3
C -2.057243 -5.212850 0.415554 -0.204 0.158 0.136
C -1.486125 -4.274725 -0.627691 -0.373 -0.613 -0.232
O -0.068530 -4.394156 -0.723315 -0.139 0.082 0.002
C 0.664552 -3.248841 -0.341970 0.150 -0.447 0.174
P 2.165670 -3.847276 0.552970 0.208 -0.253 -0.186
Cl 1.271064 -4.493192 2.314054 -0.010 0.039 0.005
C 2.875851 -2.239835 1.114247 -0.203 0.504 -0.083
C 2.529302 -1.043403 0.218407 0.103 0.178 0.524
C 3.147766 0.234511 0.798101 0.035 -0.577 -0.258
C 2.839017 1.476681 -0.036983 0.322 0.198 0.211
C 1.641828 2.249683 0.457273 -0.067 -0.195 0.248
F 0.480609 1.538271 0.391165 0.284 0.247 -0.041
F 1.827273 2.564332 1.782133 -0.161 -0.075 -0.160
C 1.402032 3.647814 -0.180568 0.044 0.320 0.424
F 0.309413 4.215183 0.369440 0.744 -0.315 -0.366
F 2.477768 4.420653 0.116591 -0.547 -0.348 -0.179
S 1.217112 3.702125 -2.071764 -0.737 1.187 -0.092
F 0.917438 2.153441 -2.187363 0.020 -0.088 -0.039
F -0.339132 3.994785 -1.958236 0.278 -0.319 -0.077
F 1.504241 5.274488 -2.010534 -0.062 -0.239 -0.103
F 2.773984 3.432813 -2.254217 -0.042 -0.176 0.134
F 1.084587 3.827082 -3.645193 0.178 -0.148 0.173
H -3.088150 -4.932547 0.638279 -0.071 -0.020 -0.004
H -2.072197 -6.241700 0.070450 0.153 -0.108 0.038
H -1.496162 -5.175806 1.346551 0.085 0.053 0.040
H -1.816026 -3.249477 -0.460029 0.298 0.187 0.080
H -1.881149 -4.574230 -1.601187 -0.152 0.173 -0.078
H 0.992492 -2.732274 -1.242907 0.022 0.319 0.061
H 0.076399 -2.584959 0.295452 -0.090 0.047 -0.031
H 2.525554 -2.029053 2.125445 -0.055 -0.078 0.056
H 3.960421 -2.317013 1.152715 0.065 -0.224 0.087
H 1.450099 -0.900154 0.183395 -0.038 -0.048 -0.243
H 2.911170 -1.206872 -0.789947 -0.115 0.037 -0.169
H 4.228423 0.098385 0.834873 0.067 0.065 0.023
H 2.821077 0.328403 1.831215 -0.014 0.235 0.095
H 3.683963 2.164678 0.008525 -0.019 0.105 0.039
H 2.726126 1.209440 -1.082976 -0.153 -0.046 -0.034
C 0.798882 -2.459026 -4.388872 -0.042 0.113 0.075
O 0.437852 -1.797227 -3.173815 0.077 -0.059 -0.151
H 0.822360 -3.526149 -4.182901 -0.011 -0.013 0.018
H 0.064888 -2.268856 -5.174220 0.008 -0.042 -0.021
H 1.786518 -2.142754 -4.733212 0.004 -0.035 -0.022
H 0.406380 -0.854481 -3.349868 -0.050 0.073 0.001
C 3.672485 3.364943 4.614429 -0.116 -0.132 -0.110
O 3.257323 2.004740 4.500942 0.114 0.073 0.050
H 4.516286 3.391084 5.299216 0.023 -0.037 0.004
H 3.994254 3.757588 3.644057 0.036 0.046 0.035
H 2.878859 3.997241 5.015491 0.026 0.041 0.020
H 2.512642 1.980601 3.896653 -0.066 -0.027 -0.027
C -2.065335 6.372635 -0.582654 -0.315 0.048 -0.071
O -3.416426 6.734607 -0.851056 0.148 0.045 0.239
H -1.527133 7.278059 -0.313777 -0.002 0.018 0.014
H -2.001588 5.664793 0.249770 0.086 -0.004 -0.007
H -1.602779 5.939367 -1.468717 0.114 -0.009 0.010
H -3.892304 5.937223 -1.096646 -0.150 0.017 -0.267
C -0.546177 -9.182893 1.300426 -0.314 0.096 -0.015
O -1.807007 -8.515044 1.379159 0.170 0.032 0.017
H 0.201781 -8.503654 1.701554 0.005 0.016 0.005
H -0.545532 -10.098945 1.891783 0.079 -0.032 -0.011
H -0.289668 -9.424356 0.267896 0.068 -0.042 0.004
H -2.476188 -9.104952 1.027114 -0.075 -0.042 -0.012
C -4.766732 -3.036651 2.599954 -0.116 -0.228 0.033
O -5.256324 -4.344230 2.307298 0.106 0.140 -0.080
H -3.882937 -2.884929 1.985857 0.024 0.030 0.007
H -5.499296 -2.264203 2.357137 0.031 0.035 -0.001
H -4.480747 -2.946052 3.650270 0.040 0.071 -0.015
H -6.035565 -4.499716 2.843851 -0.066 -0.043 0.039
C 4.681522 5.379846 -4.679530 -0.093 -0.127 0.048
O 4.540603 3.970134 -4.548380 0.126 0.133 -0.074
H 5.616231 5.565415 -5.201852 0.019 -0.007 -0.007
H 3.862369 5.810346 -5.261764 0.027 0.042 -0.007
H 4.723081 5.869423 -3.701404 0.017 0.039 -0.025
H 3.715655 3.804931 -4.090275 -0.030 -0.062 -0.030
C -4.275935 0.535484 4.523406 0.112 -0.026 -0.120
O -3.896122 -0.073274 3.294221 -0.112 0.038 0.087
H -5.137534 -0.009634 4.900329 -0.015 -0.021 -0.006
H -3.473102 0.477409 5.262846 -0.035 0.011 0.033
H -4.558458 1.581961 4.380803 -0.025 0.016 0.042
H -3.133057 0.397203 2.952553 0.082 -0.003 -0.048
C 6.200566 -3.086935 -0.873943 0.046 0.080 0.127
O 6.106180 -2.469573 0.407967 -0.040 0.000 -0.144
H 5.222830 -3.506771 -1.100032 -0.017 -0.013 0.016
H 6.463708 -2.360774 -1.647613 -0.013 -0.031 -0.028
H 6.935764 -3.894580 -0.871656 -0.020 -0.023 -0.040
H 6.964383 -2.102545 0.630710 0.064 0.013 0.051
C -6.610743 4.327286 -1.582979 0.199 -0.046 -0.057
O -5.257903 4.136629 -2.013456 0.019 0.186 0.037
H -7.199302 4.546257 -2.469566 0.026 -0.006 -0.036
H -7.001721 3.425706 -1.108869 -0.054 0.027 0.016
H -6.690072 5.160483 -0.886928 -0.076 0.012 0.031
H -4.732906 3.918820 -1.239848 -0.024 -0.222 0.054
C 2.888503 8.450910 -0.921372 -0.069 -0.159 0.048
O 1.986104 7.732496 -0.087732 0.037 0.119 -0.018
H 2.674054 9.508562 -0.793955 -0.014 0.016 0.007
H 3.928069 8.266454 -0.637007 0.014 0.039 -0.027
H 2.751700 8.189485 -1.974638 0.026 0.041 -0.013
H 2.167677 6.796739 -0.196468 -0.007 -0.075 0.022
C 2.163142 -12.448910 1.183079 0.023 0.154 -0.070
O 1.704531 -11.163533 0.777814 0.042 -0.179 0.043
H 1.337590 -12.938992 1.692885 -0.020 0.003 0.007
H 2.456139 -13.057820 0.323832 -0.002 -0.041 0.027
H 3.006470 -12.372361 1.874212 -0.007 -0.046 0.015
H 2.427100 -10.720811 0.327250 0.024 0.079 -0.033
C -6.833746 3.584310 2.187055 -0.006 0.124 -0.043
O -7.536448 4.651188 1.564313 0.033 -0.098 0.067
H -7.351563 2.663155 1.930635 -0.001 -0.002 -0.003
H -5.801288 3.518586 1.826698 -0.013 -0.050 0.029
H -6.824916 3.691150 3.274985 0.018 -0.051 0.005
H -7.089702 5.471044 1.788496 -0.029 0.088 0.012
C -0.694523 -7.206527 -2.760789 0.070 0.211 0.045
O -0.746624 -6.007096 -3.525692 -0.007 -0.072 -0.028
H -0.946547 -8.039378 -3.413309 -0.009 0.054 -0.090
H 0.309245 -7.362554 -2.357434 -0.035 -0.089 0.067
H -1.412137 -7.177938 -1.937039 0.031 -0.078 0.040
H -0.514963 -5.288064 -2.927884 0.095 0.014 0.049
C 0.140304 5.664601 5.690292 0.145 0.075 -0.039
O 1.530948 5.916758 5.861504 -0.147 -0.063 0.010
H -0.137948 4.896852 6.407546 0.011 -0.014 0.020
H -0.454619 6.560363 5.885044 -0.041 -0.027 -0.001
H -0.078130 5.300705 4.682011 -0.044 -0.010 0.013
H 1.786801 6.596328 5.233657 0.058 0.066 -0.020
C -1.589181 2.473346 -5.528370 0.259 -0.055 0.146
O -0.258422 2.367429 -6.031880 -0.264 0.019 -0.108
H -2.254389 2.701451 -6.356077 0.085 0.000 -0.091
H -1.906356 1.529666 -5.076201 -0.115 0.049 0.028
H -1.664182 3.277971 -4.791309 -0.093 -0.027 0.013
H 0.311981 2.168019 -5.287965 0.128 0.013 0.016
```
Positions in Å, forces in eV/Å.

For the molar mass, the calculation gives 889.32 g/mol. As for the maximum force: 1.40 eV/Å. The total energy comes out at -115959.849 eV. The calculation puts the LUMO energy at -0.0138 Eh. The value obtained for the frontier orbital gap is 8.355 eV. As for the charge: 0.


Number 2 is which compound? C24H75ClF9O16PS